16
Properties=species:S:1:pos:R:3:forces:R:3:lowdin_charge:R:1 method="wB97M-V/def2-TZVPD" relative_energy_ev=5.171 lumo_energy_ev=-1.1 homo_energy_ev=-9.034 gap_ev=7.893 smiles="CC(C)/C=N/OSCl"
C 0.3517 -1.2362 -0.6554 -1.306 -1.187 4.048 -0.077
C 0.6493 -0.1169 0.4090 0.475 -0.790 1.584 -0.378
C 2.1280 0.4539 0.3685 -1.466 -1.203 -0.094 -0.064
C -0.3348 0.9812 0.1116 -1.818 -2.084 0.295 -0.114
N -1.5709 0.6753 -0.0846 2.593 0.224 0.627 -0.251
O -2.5150 1.4834 -0.3385 -1.578 -0.331 -0.630 -0.336
S -4.1482 0.2188 -0.5292 1.610 0.373 0.855 0.396
Cl -3.1903 -1.1363 0.5879 -1.253 0.016 -0.401 0.194
H 0.2753 -0.7597 -1.5592 -0.144 0.944 -2.441 0.037
H -0.7191 -1.6312 -0.3557 2.356 0.341 -0.919 0.067
H 1.1286 -2.0136 -0.6771 -0.439 0.078 0.101 0.075
H 0.5475 -0.5020 1.5347 -0.335 0.551 -2.471 0.163
H 2.5607 0.3447 1.3558 0.341 -0.262 0.000 0.061
H 2.6261 -0.2011 -0.3697 0.418 1.018 0.296 0.077
H 2.1116 1.5276 0.1950 0.340 -0.083 -0.671 0.059
H 0.0992 1.9122 0.0068 0.206 2.396 -0.179 0.091